Entry 1:
ORCA calculation (ωB97M-V/def2-TZVPD) on 11 unconnected molecules or ions with the total composition C33H77N11O11 in a non-equilibrium geometry.

Each line ends with the Löwdin charge.
Cartesian coordinates (Å):
1 C 7.853 1.464 -0.175  -0.05
2 N 6.570 0.810 0.121  -0.01
3 C 5.656 1.256 1.006  -0.55
4 C 4.304 0.577 0.927  0.00
5 O 5.825 2.247 1.703  0.02
6 H 7.747 1.969 -1.134  0.08
7 H 8.631 0.707 -0.150  0.08
8 H 8.019 2.195 0.613  0.08
9 H 6.477 -0.107 -0.278  0.12
10 H 3.537 1.321 1.147  0.07
11 H 4.067 -0.086 1.763  0.10
12 H 4.188 0.144 -0.058  0.05
13 C -3.410 6.194 -3.895  -0.06
14 N -3.300 6.055 -2.447  -0.01
15 C -3.102 4.918 -1.746  -0.56
16 C -3.124 5.022 -0.239  -0.01
17 O -2.891 3.851 -2.298  0.04
18 H -2.487 6.498 -4.384  0.08
19 H -4.212 6.886 -4.140  0.08
20 H -3.699 5.186 -4.203  0.08
21 H -3.378 6.928 -1.951  0.13
22 H -2.518 5.829 0.174  0.08
23 H -2.709 4.076 0.097  0.06
24 H -4.153 5.171 0.090  0.09
25 C -0.583 -1.883 -0.409  -0.06
26 N -0.592 -0.548 0.148  0.02
27 C 0.462 0.264 0.010  -0.53
28 C 0.285 1.716 0.448  0.01
29 O 1.516 -0.122 -0.508  0.00
30 H -1.572 -2.342 -0.441  0.05
31 H 0.200 -2.551 -0.076  0.09
32 H -0.530 -1.701 -1.496  0.09
33 H -1.460 -0.171 0.509  0.07
34 H -0.687 2.000 0.043  0.08
35 H 1.185 2.247 0.168  0.07
36 H 0.195 1.699 1.538  0.07
37 C -0.098 -2.758 -5.891  -0.06
38 N 0.999 -2.667 -4.923  0.01
39 C 0.910 -3.343 -3.749  -0.55
40 C 2.230 -3.432 -2.993  0.00
41 O -0.121 -3.848 -3.339  0.03
42 H -0.665 -3.674 -5.769  0.08
43 H 0.385 -2.861 -6.867  0.08
44 H -0.688 -1.848 -5.840  0.08
45 H 1.921 -2.374 -5.189  0.12
46 H 2.861 -4.234 -3.372  0.08
47 H 2.001 -3.676 -1.955  0.08
48 H 2.704 -2.450 -2.981  0.07
49 C -7.585 -4.419 -0.469  -0.07
50 N -6.671 -3.492 -1.101  0.01
51 C -5.362 -3.725 -1.290  -0.56
52 C -4.531 -2.550 -1.775  0.01
53 O -4.809 -4.802 -1.109  0.02
54 H -8.122 -3.955 0.362  0.08
55 H -6.986 -5.224 -0.046  0.08
56 H -8.350 -4.807 -1.145  0.08
57 H -7.128 -2.688 -1.496  0.14
58 H -3.465 -2.743 -1.728  0.07
59 H -4.609 -1.699 -1.085  0.08
60 H -4.950 -2.237 -2.731  0.09
61 C -4.493 -6.013 3.649  -0.06
62 N -4.181 -4.945 2.712  0.01
63 C -3.801 -3.696 3.050  -0.54
64 C -3.438 -2.793 1.899  0.01
65 O -3.801 -3.264 4.196  0.03
66 H -4.929 -5.548 4.536  0.08
67 H -3.571 -6.496 3.973  0.08
68 H -5.241 -6.657 3.197  0.08
69 H -4.247 -5.150 1.728  0.11
70 H -3.728 -1.758 2.044  0.06
71 H -3.715 -3.156 0.911  0.06
72 H -2.346 -2.696 1.939  0.09
73 C -1.694 -5.763 -1.213  -0.08
74 N -1.821 -6.772 -0.199  0.01
75 C -1.026 -6.802 0.898  -0.56
76 C -1.290 -7.977 1.830  -0.01
77 O -0.273 -5.896 1.218  0.04
78 H -2.591 -5.602 -1.808  0.07
79 H -0.894 -5.986 -1.923  0.08
80 H -1.483 -4.767 -0.823  0.07
81 H -2.533 -7.477 -0.244  0.13
82 H -0.537 -8.133 2.594  0.08
83 H -1.411 -8.930 1.309  0.07
84 H -2.260 -7.767 2.290  0.06
85 C -2.232 0.069 3.621  -0.04
86 N -3.184 1.061 3.098  0.03
87 C -3.575 1.112 1.814  -0.53
88 C -4.658 2.158 1.552  0.00
89 O -3.202 0.315 0.957  0.00
90 H -2.783 -0.662 4.211  0.08
91 H -1.620 0.598 4.360  0.08
92 H -1.547 -0.290 2.864  0.08
93 H -3.527 1.700 3.791  0.14
94 H -4.202 3.064 1.960  0.07
95 H -5.581 1.907 2.070  0.08
96 H -4.876 2.262 0.494  0.08
97 C -0.021 4.538 2.102  -0.09
98 N 1.225 4.459 2.818  0.02
99 C 1.421 3.613 3.852  -0.54
100 C 2.867 3.563 4.344  0.02
101 O 0.566 2.869 4.315  0.02
102 H 0.282 4.605 1.050  0.08
103 H -0.666 5.396 2.309  0.08
104 H -0.656 3.659 2.172  0.06
105 H 1.918 5.145 2.545  0.07
106 H 3.453 2.916 3.688  0.07
107 H 2.967 3.209 5.363  0.08
108 H 3.265 4.578 4.244  0.07
109 C 3.859 4.544 0.439  -0.05
110 N 4.675 5.382 1.293  0.04
111 C 4.235 6.348 2.114  -0.55
112 C 5.258 7.025 2.992  0.00
113 O 3.059 6.714 2.178  0.00
114 H 2.811 4.818 0.369  0.08
115 H 3.965 3.510 0.762  0.05
116 H 4.263 4.624 -0.575  0.09
117 H 5.666 5.226 1.243  0.13
118 H 6.287 6.996 2.621  0.08
119 H 5.244 6.661 4.017  0.08
120 H 5.032 8.092 2.991  0.08
121 C 6.290 -0.925 -4.496  -0.07
122 N 5.783 -0.098 -3.410  0.00
123 C 4.780 0.797 -3.628  -0.55
124 C 4.307 1.599 -2.439  0.00
125 O 4.324 1.014 -4.743  0.04
126 H 7.132 -1.458 -4.053  0.08
127 H 6.625 -0.298 -5.315  0.09
128 H 5.556 -1.659 -4.828  0.08
129 H 5.918 -0.328 -2.442  0.10
130 H 3.733 2.459 -2.773  0.09
131 H 5.116 1.934 -1.791  0.06
132 H 3.572 1.012 -1.877  0.07

Force components x, y, z for each atom (eV/Å):
C -1.098 -0.079 0.715
N 1.159 -0.325 -0.389
C -1.039 0.498 0.271
C 0.014 0.272 0.777
O 0.400 0.017 -0.057
H 0.451 -0.029 -0.099
H 0.213 0.163 -0.245
H 0.159 0.043 -0.069
H -0.441 -0.022 0.114
H 0.101 0.298 -0.687
H 0.642 -0.577 -0.295
H -0.513 -0.364 0.204
C -0.319 -1.306 0.540
N -0.137 1.706 0.004
C 0.566 -0.264 -0.521
C 0.099 0.001 -0.118
O -0.230 -0.065 0.011
H 0.094 -0.047 0.083
H 0.015 0.061 0.023
H 0.153 0.228 -0.555
H 0.020 -0.240 0.323
H 0.001 0.116 -0.217
H -0.240 -0.008 0.291
H 0.025 -0.179 0.161
C -0.725 0.703 -2.168
N -0.263 -0.107 0.936
C 0.907 0.050 -0.723
C -0.429 -1.795 0.602
O -0.139 0.114 0.224
H -0.017 -0.003 1.145
H 0.010 0.037 0.204
H 0.916 -0.511 0.052
H -0.073 -0.116 -0.013
H 0.309 0.785 -0.163
H -0.283 0.423 -0.294
H 0.043 0.217 0.015
C 1.382 0.264 -0.429
N -0.653 -0.749 0.303
C 0.488 -0.138 0.260
C -0.687 0.200 0.689
O -0.007 0.034 -0.153
H -0.229 0.148 0.496
H -0.265 0.361 -0.114
H -0.385 -0.195 -0.174
H -0.101 0.134 -0.307
H 0.116 0.195 -0.266
H -0.042 -0.013 -0.050
H 0.326 -0.160 -0.197
C 0.109 -0.318 0.414
N -1.257 0.020 0.162
C 1.617 0.085 -0.416
C -0.704 0.699 0.764
O -0.615 -0.209 0.615
H 0.158 0.209 -0.056
H -0.150 -0.160 -0.200
H 0.242 -0.146 -0.171
H 0.565 0.323 0.048
H -0.060 -0.571 -0.747
H -0.492 -0.027 -0.071
H 0.578 0.114 -0.214
C 0.074 1.220 0.315
N -0.101 -0.478 -0.506
C -0.718 0.980 0.224
C 0.967 0.087 0.004
O 0.201 -0.478 0.007
H -0.026 -0.092 -0.006
H -0.195 -0.457 -0.113
H 0.239 -0.355 0.040
H 0.178 -0.008 -0.009
H -0.595 -0.170 0.104
H -0.047 -0.049 0.051
H 0.032 -0.305 -0.228
C 0.151 0.781 -1.029
N 0.032 -0.148 0.306
C -0.129 0.313 0.900
C -0.533 -0.373 -0.356
O 0.222 -0.235 -0.417
H -0.261 -0.514 0.272
H 0.100 -0.046 0.146
H 0.190 -0.221 0.456
H 0.000 0.015 -0.343
H 0.110 0.440 -0.001
H 0.031 0.134 -0.186
H 0.128 -0.071 0.258
C -0.112 1.160 1.118
N 0.918 -0.575 -0.147
C -1.412 -0.367 0.169
C 0.918 -0.053 0.126
O 0.256 0.299 -0.005
H 0.197 -0.612 -0.572
H 0.127 0.016 -0.194
H -0.341 -0.373 -0.164
H -0.233 0.259 -0.290
H -0.627 0.358 -0.146
H 0.093 0.022 0.197
H 0.231 0.004 -0.053
C -0.119 0.157 -1.202
N -0.678 -0.066 0.335
C 0.642 -0.711 0.484
C -0.195 0.677 -0.522
O -0.188 0.224 -0.293
H -0.414 0.123 -0.071
H 0.335 0.142 0.364
H 0.338 -0.204 0.435
H 0.144 -0.011 0.231
H -0.037 -0.014 -0.026
H -0.255 0.005 0.055
H 0.271 -0.140 0.196
C 0.485 -0.235 -0.666
N -0.125 0.222 0.140
C -0.362 0.407 0.122
C 0.654 0.746 -0.412
O 0.132 -0.570 -0.037
H 0.047 0.328 0.447
H -0.171 -0.013 0.009
H -0.102 -0.145 -0.016
H -0.008 -0.177 0.205
H -0.079 -0.497 -0.025
H -0.170 -0.125 -0.024
H -0.304 -0.087 0.238
C 0.207 -0.209 1.125
N -0.633 0.418 -0.113
C -0.237 0.990 -0.710
C -0.551 -0.158 0.194
O 0.282 -0.460 0.221
H 0.117 -0.101 -0.395
H -0.075 -0.020 -0.095
H -0.059 0.098 -0.194
H 0.329 -0.297 -0.107
H 0.216 0.049 -0.304
H 0.006 -0.164 0.059
H 0.209 -0.088 0.159

Summary:
* ΔE to the lowest compared entry with this formula, charge and spin: 33.05 kcal per mole
* Kohn-Sham gap: 9.259 eV
* SMILES: CNC(C)=O.CNC(C)=O.CNC(C)=O.CNC(C)=O.CNC(C)=O.CNC(C)=O.CNC(C)=O.CNC(C)=O.CNC(C)=O.CNC(C)=O.CNC(C)=O
* maximum force: 2.39 eV/A
* E_HOMO: -8.8 eV
* total energy: -74388.1145 eV

---

Entry 2:
ORCA calculation (ωB97M-V/def2-TZVPD) on 2 unconnected molecules or ions with the total composition C2H8NO in a non-equilibrium geometry.

Each line ends with the natural charge from an NBO analysis.
Cartesian coordinates (Å):
1 C 0.853 0.783 0.449  -0.47
2 C -1.764 -0.434 -0.172  0.25
3 N 0.066 -0.457 0.639  -0.66
4 O -1.468 -0.108 -1.395  -0.61
5 H 0.429 0.995 -0.621  0.23
6 H 0.930 1.539 1.290  0.27
7 H 1.926 0.504 0.225  0.24
8 H -2.248 -1.357 -0.065  0.20
9 H -2.068 0.382 0.414  0.20
10 H -0.068 -0.604 1.608  0.41
11 H 0.392 -1.300 0.074  0.42
12 H -1.023 -0.829 -1.854  0.50

Force components x, y, z for each atom (eV/Å):
C 0.951 -0.515 -3.250
C 2.448 1.220 0.187
N -1.493 -1.247 -1.050
O 0.484 0.694 -0.831
H 1.012 1.378 2.037
H -1.110 -0.985 -1.200
H -1.101 0.137 0.400
H -0.010 -1.660 0.905
H -0.789 0.896 0.561
H -0.008 -1.158 1.140
H 0.047 1.508 1.663
H -0.430 -0.268 -0.561

Summary:
* ΔE to the lowest compared entry with this formula, charge and spin: 58.18 kcal per mole
* Kohn-Sham gap: 11.843 eV
* charge: +1
* maximum force: 3.43 eV/A
* E_HOMO: -16.0 eV
* total energy: -5732.3610 eV

---

Entry 3:
ORCA calculation (ωB97M-V/def2-TZVPD) on C20H24ClN3O4 in the gas phase.

Each line ends with the natural charge from an NBO analysis.
Cartesian coordinates (Å):
1 C 5.689 0.560 0.301  -0.63
2 C 5.134 -0.669 -0.402  -0.07
3 O 3.755 -0.871 -0.086  -0.52
4 C 2.862 -0.166 -0.783  0.82
5 O 3.151 0.591 -1.672  -0.61
6 C 1.433 -0.481 -0.338  -0.13
7 C 1.156 -1.946 -0.784  -0.41
8 C -0.260 -2.364 -0.515  -0.04
9 C -1.251 -2.165 -1.473  -0.15
10 C -2.577 -2.449 -1.201  -0.26
11 C -2.924 -2.945 0.046  -0.04
12 Cl -4.585 -3.263 0.408  0.01
13 C -1.950 -3.195 0.999  -0.23
14 C -0.627 -2.908 0.711  -0.19
15 C 1.328 -0.358 1.190  -0.41
16 C 1.373 1.102 1.646  -0.23
17 N 0.305 1.818 0.976  -0.42
18 C -0.919 1.759 1.555  0.64
19 O -1.075 1.443 2.724  -0.62
20 C -2.129 2.052 0.726  0.15
21 N -2.166 3.021 -0.099  -0.22
22 N -3.316 3.253 -0.779  -0.46
23 C -4.350 2.376 -0.958  0.66
24 O -5.308 2.670 -1.634  -0.58
25 C -4.127 1.030 -0.298  -0.50
26 C -3.326 1.182 0.992  -0.46
27 C 0.531 1.891 -0.449  -0.23
28 C 0.466 0.483 -1.042  -0.42
29 H 6.753 0.645 0.100  0.22
30 H 5.192 1.455 -0.065  0.22
31 H 5.536 0.483 1.375  0.21
32 H 5.637 -1.578 -0.064  0.19
33 H 5.237 -0.565 -1.487  0.20
34 H 1.364 -2.022 -1.854  0.22
35 H 1.849 -2.598 -0.250  0.23
36 H -0.983 -1.784 -2.447  0.21
37 H -3.338 -2.287 -1.949  0.23
38 H -2.225 -3.604 1.958  0.23
39 H 0.129 -3.117 1.453  0.22
40 H 2.131 -0.925 1.660  0.23
41 H 0.372 -0.772 1.515  0.22
42 H 1.212 1.166 2.723  0.25
43 H 2.326 1.572 1.391  0.19
44 H -3.334 4.131 -1.284  0.41
45 H -5.091 0.555 -0.121  0.25
46 H -3.575 0.410 -1.013  0.23
47 H -3.020 0.212 1.385  0.25
48 H -3.933 1.670 1.762  0.24
49 H -0.211 2.541 -0.908  0.24
50 H 1.520 2.324 -0.614  0.21
51 H 0.712 0.525 -2.103  0.23
52 H -0.553 0.113 -0.927  0.21

Force components x, y, z for each atom (eV/Å):
C -0.299 -0.257 -0.128
C 0.485 0.219 -0.201
O -0.034 -0.183 0.261
C -0.421 0.064 -0.061
O 0.162 0.095 -0.097
C -0.016 -0.079 -0.066
C -0.010 0.089 0.093
C 0.045 -0.111 -0.060
C 0.017 -0.130 0.098
C -0.105 -0.019 0.045
C 0.232 0.037 -0.037
Cl -0.170 -0.033 0.036
C -0.148 0.001 0.012
C -0.046 -0.024 -0.157
C 0.073 0.205 0.006
C -0.010 -0.273 0.439
N 0.146 0.209 0.165
C 0.358 0.346 -0.035
O -0.256 -0.164 0.077
C -0.656 -0.151 -0.098
N 0.659 0.009 0.385
N -0.137 0.535 -0.044
C -0.165 -0.497 0.020
O -0.157 0.022 -0.083
C -0.049 0.109 0.085
C -0.032 0.025 -0.161
C -0.153 -0.086 -0.648
C 0.322 0.238 0.079
H 0.134 0.032 0.000
H 0.006 0.081 -0.015
H 0.038 0.006 0.100
H -0.080 0.086 -0.075
H 0.010 -0.103 0.170
H 0.050 -0.055 -0.017
H 0.025 -0.032 -0.068
H 0.036 0.066 -0.095
H -0.094 0.002 -0.059
H -0.057 -0.044 0.084
H 0.089 0.011 0.088
H -0.063 -0.073 0.034
H 0.037 0.022 0.041
H 0.139 0.020 -0.145
H 0.003 0.042 0.022
H -0.045 -0.272 0.057
H 0.027 0.068 -0.100
H -0.018 0.017 -0.003
H -0.020 0.073 0.037
H 0.023 -0.062 0.036
H 0.283 -0.096 0.020
H -0.075 0.032 0.018
H -0.082 -0.063 -0.053
H 0.001 0.045 -0.003

Summary:
* ΔE to the lowest compared entry with this formula, charge and spin: 0.00 kcal per mole
* Kohn-Sham gap: 9.742 eV
* SMILES: CCOC(=O)C1(Cc2ccc(Cl)cc2)CCN(C(=O)C2=NNC(=O)CC2)CC1
* maximum force: 0.76 eV/A
* E_HOMO: -9.2 eV
* total energy: -46313.4498 eV